[1]
A cluster of 2 separate species, C23H20N6O6 in total in a non-equilibrium geometry. Source: the Open Molecules 2025 dataset; level of theory: ωB97M-V/def2-TZVPD.

```
55
Properties=species:S:1:pos:R:3
O 1.03169 2.22166 5.48699
N 1.08022 2.92215 4.44863
O 0.58476 4.07265 4.38155
C 1.71257 2.36936 3.29526
C 1.68200 3.06594 2.06762
C 1.93817 2.37567 0.89388
C 2.29197 0.98278 0.89821
C 2.39380 0.15120 -0.27697
C 1.83584 0.43028 -1.53640
N 2.29017 -0.15723 -2.67585
C 3.54950 -0.91078 -2.74196
C 3.63198 -1.52196 -4.14606
C 2.34347 -1.13439 -4.88586
C 1.55324 -0.20335 -3.94972
C 0.62398 1.30364 -1.61399
C -0.42172 1.08181 -0.70043
C -1.59251 1.83247 -0.76506
C -1.71233 2.85185 -1.71431
C -0.67031 3.10524 -2.61550
C 0.49571 2.33216 -2.56622
C 2.52373 0.39854 2.18003
C 2.25325 1.06664 3.35825
H 1.41720 4.12444 2.07450
H 1.81711 2.90092 -0.05282
H 2.99033 -0.76151 -0.16395
H 4.40652 -0.25048 -2.56870
H 3.57335 -1.68907 -1.97387
H 4.52471 -1.16762 -4.67119
H 3.69997 -2.61136 -4.08573
H 2.54379 -0.64911 -5.84690
H 1.75242 -2.03351 -5.09123
H 0.52576 -0.57039 -3.80241
H 1.48190 0.79433 -4.40405
H -0.32540 0.29540 0.05782
H -2.39961 1.62035 -0.06658
H -2.62369 3.45114 -1.73734
H -0.75588 3.90378 -3.35743
H 1.31362 2.53879 -3.27380
H 2.85287 -0.64057 2.21410
H 2.40415 0.60340 4.33459
O -3.52936 0.56232 1.52754
N -3.92019 0.02938 2.59181
C -3.81924 -1.38810 2.73228
C -3.29009 -2.17937 1.70279
C -3.49785 -3.53238 1.88995
N -3.52163 -4.55157 0.94146
O -3.13904 -4.63205 -0.20722
O -4.18929 -5.66579 1.54261
N -4.55562 -5.36522 2.84611
C -4.20144 -4.05843 3.03627
N -4.59958 -3.29636 4.05185
C -4.39067 -1.99374 3.90393
O -4.40918 0.69738 3.53592
H -2.87319 -1.79205 0.78110
H -4.68194 -1.32927 4.71650
```

Values from the calculation:
SMILES   O=[N+]([O-])c1ccc(/C=C(\c2ccccc2)N2CCCC2)cc1.O=[N+]([O-])c1cnc2no[n+]([O-])c2c1
2S+1   1
HOMO energy   -7.4 eV
Relative energy (zero: lowest compared OMol25 entry of this formula, charge and spin)   50.5 kJ/mol


[2]
A cluster of 2 separate species, C4BrF6N in total in a non-equilibrium geometry. Source: the Open Molecules 2025 dataset; level of theory: ωB97M-V/def2-TZVPD.

```
12
Properties=species:S:1:pos:R:3
C 1.39322 1.35789 -2.83195
C -0.59370 -0.01394 0.06277
C -0.23315 -1.46975 0.07954
C 0.16311 0.93446 0.94916
N 0.77112 0.90247 -1.98208
F 1.07073 -1.67836 -0.08156
F -0.87441 -2.14314 -0.87298
F -0.57487 -2.04410 1.25219
F -0.13327 0.74617 2.24941
F 1.48209 0.79592 0.83705
F -0.13896 2.20186 0.66894
Br -2.33191 0.41052 -0.33049
```

Values from the calculation:
2S+1   1
HOMO energy (alpha / beta)   -9.9 / -9.9 eV
Relative energy (zero: lowest compared OMol25 entry of this formula, charge and spin)   204.3 kJ/mol


[3]
A structure of composition C24H45AgBN3O2 in a non-equilibrium geometry. Source: the Open Molecules 2025 dataset; level of theory: ωB97M-V/def2-TZVPD.

```
76
Properties=species:S:1:pos:R:3
C -2.51376 -0.43199 -2.95318
C -3.43822 -1.64301 -2.65671
C -2.83877 -2.46556 -1.50917
C -3.83129 -2.90738 -0.42701
C -3.06532 -3.15955 0.87464
C -3.10908 -1.96873 1.85980
C -2.04230 -0.89836 1.60791
C -2.13955 0.30012 2.58785
C -0.75576 0.60006 3.16829
C -0.65130 1.91505 3.94824
C -0.62540 3.15987 3.05664
C 0.71581 3.47321 2.34115
C 0.63475 3.07484 0.86070
C 1.46289 3.93914 -0.12216
C 2.65107 3.21467 -0.75605
C 2.24484 2.30778 -1.90461
C 1.78927 0.89792 -1.55657
N 0.34854 0.79147 -1.25368
O 1.94467 0.19982 -2.78704
B 2.81508 -0.97234 -2.59369
C 3.69666 -1.47623 -3.85729
N 4.19817 -2.86937 -3.64746
O 3.58932 -0.61852 -1.37076
C 2.74094 0.16128 -0.57627
C 2.11188 -0.67878 0.49316
C 1.12944 -1.61186 0.28284
C 0.64481 -2.30124 1.36124
N 1.03023 -2.14701 2.62540
C 1.99251 -1.26062 2.81691
C 2.53629 -0.53067 1.79477
H -2.60871 -0.05326 -4.01119
H -1.48514 -0.75385 -2.86934
H -2.72866 0.37179 -2.26701
H -4.42702 -1.27482 -2.38845
H -3.54299 -2.29667 -3.52776
H -2.08034 -1.83961 -1.05829
H -2.36159 -3.35046 -1.91067
H -4.29956 -3.82671 -0.76632
H -4.61843 -2.17109 -0.29319
H -3.50642 -3.99957 1.39818
H -2.03228 -3.39706 0.63122
H -2.98837 -2.37732 2.85786
H -4.07854 -1.47409 1.83430
H -2.08643 -0.54811 0.57917
H -1.05694 -1.32634 1.75220
H -2.81211 0.00850 3.39076
H -2.52514 1.17256 2.07146
H -0.43616 -0.20872 3.82094
H -0.03708 0.62321 2.35143
H -1.50080 2.01199 4.62475
H 0.23418 1.87731 4.57599
H -0.96528 4.01074 3.63605
H -1.35625 2.99166 2.26986
H 1.50988 2.90291 2.80989
H 0.93774 4.53099 2.42036
H 0.99018 2.05325 0.78483
H -0.40595 3.14178 0.56796
H 1.83333 4.80467 0.41986
H 0.83630 4.31386 -0.92855
H 3.22119 2.69205 0.00652
H 3.31635 3.97327 -1.16010
H 1.49050 2.80063 -2.51151
H 3.10095 2.17702 -2.55290
H -0.11279 1.58527 -1.68076
H 0.16369 0.84231 -0.25688
H 2.06751 -1.95882 -2.30886
H 3.05069 -1.48577 -4.72928
H 4.58277 -0.86374 -4.01726
H 3.46485 -3.50963 -3.92338
H 4.27847 -3.01021 -2.64669
H 3.39336 0.84653 -0.03228
H 0.75874 -1.79788 -0.70314
H -0.12215 -3.03276 1.18536
H 2.33111 -1.11251 3.82985
H 3.32503 0.17425 2.01593
Ag -3.97814 -0.33157 -4.99880
```

Values from the calculation:
2S+1   1
HOMO energy   -6.1 eV


[4]
A cluster of 6 separate species, C8H28O6 in total in a non-equilibrium geometry. Source: the Open Molecules 2025 dataset; level of theory: ωB97M-V/def2-TZVPD.

```
42
Properties=species:S:1:pos:R:3
O 1.64337 2.64308 0.75775
H 0.79193 2.24881 0.67794
H 1.61695 3.53122 0.40174
O -1.01028 1.30143 0.09220
H -1.69883 0.61216 0.15111
H -0.70393 1.24276 -0.81506
C -2.05131 -1.40240 -1.90117
C -2.22854 -2.00451 -0.49603
O -2.27333 -0.98927 0.49234
H -2.31070 -2.20734 -2.54519
H -0.96708 -1.24027 -1.93515
H -2.59405 -0.47141 -2.12167
H -1.44732 -2.75673 -0.33428
H -3.17689 -2.54783 -0.52904
H -2.25461 -1.40323 1.38267
C 0.51840 1.40029 -4.56382
C 0.53657 2.02247 -3.24305
O 0.25202 0.98181 -2.23516
H 0.57808 2.17896 -5.37066
H -0.44028 0.90075 -4.67654
H 1.33032 0.64875 -4.73400
H -0.08589 2.88082 -3.07789
H 1.54119 2.43036 -3.02477
H 1.13330 0.71680 -1.86769
C -0.64071 0.05173 3.53517
C -1.13576 -1.37454 3.84253
O -0.81255 -2.22058 2.73596
H -1.25130 0.40454 2.74350
H 0.38790 0.10615 3.26128
H -0.72880 0.72995 4.38922
H -2.21934 -1.35586 3.89648
H -0.79205 -1.72754 4.79209
H 0.05012 -1.92446 2.47215
C 2.52777 -0.45711 1.71677
C 1.97181 -0.71726 0.36850
O 2.45055 0.22974 -0.69404
H 3.67975 -0.56916 1.71146
H 2.13405 -1.19084 2.47267
H 2.16761 0.53374 2.03541
H 0.85725 -0.66441 0.43273
H 2.38047 -1.65456 0.03906
H 2.27412 1.08296 -0.23553
```

Values from the calculation:
SMILES   CCO.CCO.CCO.CCO.O.O
2S+1   1
HOMO energy   -10.1 eV
Relative energy (zero: lowest compared OMol25 entry of this formula, charge and spin)   10.8 kJ/mol